1.
Computed, not measured: C32H61LaN11O5P2 as an isolated structure in a non-equilibrium geometry, with ωB97M-V/def2-TZVPD.

Each line ends with the Mulliken charge.
Geometry (Å):
La (-0.65142, -0.17941, 0.90074)  2.799
N (-1.24072, -2.86357, 1.71108)  -0.262
C (-0.92139, -3.61039, 2.92907)  -1.354
C (-0.61374, -2.69251, 4.11106)  -0.413
N (0.46976, -1.72629, 3.92939)  1.147
C (1.75904, -2.35329, 3.62564)  -1.067
C (2.01015, -2.69042, 2.15135)  -1.215
N (1.59563, -1.59227, 1.28544)  0.482
C (0.64951, -1.00068, 5.19788)  -1.209
C (-0.54271, -0.24266, 5.79274)  -1.042
N (-1.06636, 0.78230, 4.90184)  -0.405
H (-2.21839, -2.58194, 1.76073)  0.170
H (-1.15390, -3.46624, 0.89633)  0.136
H (-0.07922, -4.27413, 2.73729)  0.294
H (-1.75875, -4.25260, 3.24097)  0.575
H (-0.41020, -3.35427, 4.97243)  0.420
H (-1.51085, -2.11159, 4.31649)  -0.079
H (1.90929, -3.27008, 4.21679)  0.354
H (2.54327, -1.65213, 3.92491)  0.541
H (1.46890, -3.58440, 1.85187)  0.339
H (3.08572, -2.91389, 2.05887)  0.528
H (1.69094, -1.88790, 0.31570)  -0.734
H (2.25179, -0.82152, 1.40216)  -0.116
H (1.45042, -0.27232, 5.05954)  0.514
H (0.97648, -1.70658, 5.98260)  0.623
H (-0.15112, 0.25137, 6.68694)  0.548
H (-1.31635, -0.94651, 6.12643)  0.246
H (-1.66351, 1.42209, 5.41645)  0.290
H (-1.62485, 0.34009, 4.16704)  -0.193
C (-4.08209, -1.23973, 3.90966)  -1.538
C (-3.51052, -0.50759, 2.70655)  0.889
O (-2.22486, -0.38987, 2.64066)  0.446
C (-4.38788, -0.00364, 1.77795)  -1.755
C (-4.02312, 0.71506, 0.61639)  0.714
C (-5.13190, 1.32735, -0.19021)  -1.414
N (-2.77337, 0.87157, 0.22974)  0.573
N (-2.68060, 1.63782, -0.91948)  -1.030
C (-1.61435, 1.53930, -1.64799)  -0.722
O (-0.57537, 0.78843, -1.38372)  0.750
C (-1.68444, 2.31599, -2.90939)  0.126
C (-2.80857, 3.07133, -3.24647)  -0.388
C (-2.86854, 3.72026, -4.46488)  -0.897
C (-1.81769, 3.62813, -5.36499)  -0.755
C (-0.69894, 2.88054, -5.03666)  -0.945
C (-0.63473, 2.23292, -3.81644)  1.039
H (-3.72764, -0.78013, 4.83178)  0.286
H (-3.75990, -2.28174, 3.90988)  0.178
H (-5.16672, -1.21103, 3.89799)  0.452
H (-5.44473, -0.13086, 1.95288)  0.303
H (-6.10714, 1.08086, 0.21366)  0.418
H (-5.07258, 0.99792, -1.22336)  0.284
H (-5.01439, 2.40771, -0.19299)  0.319
H (-3.63083, 3.12548, -2.55297)  0.519
H (-3.73824, 4.30730, -4.71943)  0.446
H (-1.87596, 4.12627, -6.32180)  0.438
H (0.12061, 2.80693, -5.74000)  0.411
H (0.20905, 1.62619, -3.53707)  0.009
C (2.21206, 2.98979, -1.95820)  -0.452
N (2.21665, 1.61361, -2.40705)  0.994
C (2.83850, 1.40107, -3.69781)  -0.932
P (2.10414, 0.39561, -1.28984)  -1.224
O (1.63455, 0.81091, 0.04218)  0.880
O (1.32456, -0.82071, -2.00440)  0.165
P (-0.11824, -1.54499, -2.12203)  0.398
O (-0.85969, -1.76802, -0.85232)  -1.465
N (0.53534, -3.02547, -2.67815)  -0.014
C (1.45443, -3.72173, -1.79999)  -0.702
C (-0.49049, -3.94807, -3.13329)  -0.995
N (-0.91741, -1.00043, -3.44452)  0.819
C (-2.35118, -0.82725, -3.44392)  -0.935
C (-0.22290, -0.94852, -4.71142)  -0.863
N (3.56654, -0.44692, -1.08343)  0.585
C (4.17304, -1.21468, -2.15435)  -1.058
C (4.56561, 0.26137, -0.30271)  -0.913
H (1.56885, 3.59066, -2.60568)  0.219
H (3.22026, 3.41479, -1.97065)  0.366
H (1.82274, 3.01659, -0.94521)  -0.340
H (2.34924, 2.03362, -4.44196)  0.321
H (2.72575, 0.35901, -3.98636)  0.269
H (3.90274, 1.66446, -3.68354)  0.264
H (2.21912, -3.04230, -1.43666)  0.015
H (1.93594, -4.51879, -2.36917)  0.428
H (0.93679, -4.17750, -0.94528)  0.232
H (-1.25841, -3.40750, -3.67750)  0.287
H (-0.96956, -4.47423, -2.29745)  0.306
H (-0.02932, -4.68843, -3.79082)  0.335
H (-2.68904, -0.85156, -2.40880)  0.165
H (-2.84712, -1.62831, -4.00445)  0.440
H (-2.61797, 0.13427, -3.88781)  0.253
H (0.82611, -1.16249, -4.52802)  0.106
H (-0.31675, 0.04258, -5.15631)  0.317
H (-0.60846, -1.68861, -5.41672)  0.417
H (3.40205, -1.60984, -2.80643)  0.233
H (4.72705, -2.04703, -1.71418)  0.340
H (4.87210, -0.61671, -2.74557)  0.298
H (4.06225, 0.89466, 0.42442)  0.117
H (5.21222, 0.89044, -0.92776)  0.342
H (5.19715, -0.46145, 0.22315)  0.327
N (0.61967, 1.18274, 2.75892)  -0.465
C (1.11001, 2.41168, 2.24747)  0.156
C (0.23846, 3.33445, 1.67233)  0.104
C (0.73549, 4.49968, 1.11528)  -0.894
C (2.09844, 4.75613, 1.11707)  -0.719
C (2.96527, 3.85079, 1.70203)  -0.639
C (2.47206, 2.69253, 2.27445)  -0.568
H (1.39620, 0.66128, 3.16257)  -0.154
H (-0.05465, 1.30608, 3.54751)  0.592
H (-0.82820, 3.12303, 1.65616)  0.388
H (0.05705, 5.21121, 0.67146)  0.425
H (2.49214, 5.64971, 0.65886)  0.440
H (4.02621, 4.04826, 1.72834)  0.427
H (3.15062, 1.98953, 2.73853)  0.491

Output
lowest unoccupied orbital energy	-1.73	eV
DFT total energy	-80244.82351	eV
HOMO-LUMO gap	7.69	eV
total charge	+1
energy relative to the best compared isomer or geometry (same formula, charge and spin)	127.2	kJ/mol
spin multiplicity	1
HOMO	-9.423	eV


2.
Computed, not measured: a 9-piece molecular cluster, C32H61N10 overall in a non-equilibrium geometry, with ωB97M-V/def2-TZVPD.

Each line ends with the Mulliken charge.
Geometry (Å):
C (-1.13941, 1.80371, 5.19042)  -0.892
C (-2.09834, 0.54440, 4.93789)  -0.563
C (-2.25198, 0.22121, 3.38457)  -0.416
C (-1.45093, -1.10770, 3.01763)  -0.286
C (0.06302, -0.66872, 2.71589)  0.198
C (0.97007, -1.92117, 2.36025)  -0.539
C (1.06872, -2.27032, 0.80885)  -0.716
C (-0.13660, -1.75372, -0.08259)  -0.122
C (0.34010, -1.88151, -1.62777)  -0.784
C (-0.45668, -0.76286, -2.43508)  -0.053
C (0.39076, 0.51780, -2.79294)  -0.967
N (0.78086, 1.33646, -1.56648)  1.218
C (-0.42866, 2.02488, -1.02105)  -0.430
C (-0.98066, 3.20341, -1.96190)  -1.342
N (1.80303, 2.20333, -1.98759)  -0.659
C (2.23588, 3.14095, -0.91874)  -1.084
C (2.64672, 2.45563, 0.45736)  -0.086
C (3.49003, 1.11405, 0.30678)  -0.698
H (-1.60304, 2.72592, 4.73601)  0.247
H (-0.09962, 1.62667, 4.79021)  0.178
H (-1.06194, 1.95418, 6.31488)  0.333
H (-1.73928, -0.38009, 5.48878)  0.297
H (-3.11347, 0.84221, 5.33581)  0.330
H (-1.90735, 1.05718, 2.70423)  0.031
H (-3.34817, 0.03701, 3.18788)  0.399
H (-1.38354, -1.81434, 3.90351)  0.215
H (-1.91626, -1.61298, 2.11895)  0.157
H (0.44184, -0.21160, 3.67936)  0.338
H (0.11474, 0.16265, 1.93888)  -0.314
H (0.64895, -2.82936, 2.95723)  -0.096
H (2.02475, -1.66321, 2.70157)  0.328
H (2.03499, -1.89707, 0.35397)  0.347
H (1.10570, -3.40780, 0.73784)  0.257
H (-0.39416, -0.66195, 0.05667)  -0.158
H (-1.08889, -2.35199, 0.02805)  0.545
H (1.46048, -1.81289, -1.71530)  0.358
H (-0.07000, -2.88672, -1.96770)  0.516
H (-1.44862, -0.53889, -1.92757)  0.288
H (-0.74661, -1.23880, -3.43021)  0.036
H (1.38179, 0.13953, -3.20950)  0.442
H (-0.06147, 1.16101, -3.60590)  0.372
H (1.07664, 0.63514, -0.86024)  -0.232
H (-0.26277, 2.48067, 0.00733)  0.373
H (-1.30317, 1.31621, -0.87546)  0.394
H (-1.95062, 2.82744, -2.42613)  0.340
H (-1.27041, 4.09490, -1.33369)  0.294
H (-0.29969, 3.45192, -2.82136)  0.325
H (2.64241, 1.69408, -2.27925)  0.369
H (3.17010, 3.65827, -1.31339)  0.456
H (1.48996, 3.98624, -0.76398)  0.281
H (1.74109, 2.35156, 1.13820)  0.179
H (3.31967, 3.19865, 0.99184)  0.490
H (4.30036, 1.10139, 1.09437)  0.232
H (2.79546, 0.25038, 0.58067)  -0.119
H (3.88352, 0.91767, -0.73221)  0.284
C (-3.53139, -2.34028, -3.97415)  -0.618
C (-3.35343, -3.08890, -2.69567)  0.253
N (-3.20706, -3.66680, -1.69764)  -0.432
H (-4.46626, -2.63587, -4.45034)  0.451
H (-3.55644, -1.26947, -3.77631)  0.283
H (-2.70444, -2.55786, -4.64875)  0.075
C (-1.93599, -5.51493, 4.28188)  -0.538
C (-0.61120, -4.89984, 4.58047)  0.388
N (0.42200, -4.42021, 4.81546)  -0.471
H (-1.79612, -6.48287, 3.79350)  0.023
H (-2.49333, -5.65975, 5.20771)  0.335
H (-2.50692, -4.86118, 3.62100)  0.240
C (5.61219, 2.28606, 4.15207)  -0.675
C (4.24568, 2.75827, 3.78839)  0.502
N (3.18000, 3.12875, 3.50528)  -0.507
H (5.85326, 2.59635, 5.16959)  0.082
H (5.65695, 1.19801, 4.09111)  0.279
H (6.34617, 2.71172, 3.46732)  0.298
C (4.76377, 4.74387, 7.59952)  -0.750
C (6.01699, 4.07858, 7.14170)  0.433
N (6.99466, 3.56036, 6.78496)  -0.468
H (4.81507, 4.93005, 8.67240)  0.314
H (4.63725, 5.69274, 7.07805)  0.266
H (3.90685, 4.10351, 7.38871)  0.270
C (-1.26712, -1.26000, -7.65815)  -0.642
C (-2.33040, -0.68063, -6.78680)  0.412
N (-3.15939, -0.22714, -6.10893)  -0.494
H (-1.14482, -2.32088, -7.43824)  0.308
H (-1.54156, -1.14426, -8.70537)  0.100
H (-0.32161, -0.74756, -7.47932)  0.300
C (-0.89817, -7.59059, 0.45810)  -0.577
C (-1.45598, -7.99543, 1.77959)  0.389
N (-1.89174, -8.31141, 2.80934)  -0.483
H (-0.97786, -6.50956, 0.33860)  0.135
H (0.15078, -7.88084, 0.39524)  0.269
H (-1.45283, -8.07989, -0.34263)  0.279
C (-1.16320, 0.56587, -11.87265)  -0.785
C (-0.76717, -0.72996, -11.25019)  0.435
N (-0.45719, -1.74083, -10.76742)  -0.437
H (-2.15431, 0.85636, -11.52344)  0.278
H (-0.44699, 1.34120, -11.60015)  0.271
H (-1.18298, 0.46374, -12.95773)  0.296
C (-4.04020, 4.70810, 0.17717)  -0.547
C (-3.54689, 6.08158, -0.12726)  0.314
N (-3.16026, 7.15046, -0.36362)  -0.372
H (-4.47314, 4.26277, -0.71906)  0.262
H (-3.21307, 4.08578, 0.52056)  0.047
H (-4.80143, 4.74978, 0.95624)  0.319

Output
lowest unoccupied orbital energy	-2.17	eV
DFT total energy	-49062.79308	eV
HOMO-LUMO gap	10.24	eV
total charge	+1
energy relative to the best compared isomer or geometry (same formula, charge and spin)	566.1	kJ/mol
spin multiplicity	1
HOMO	-12.410	eV